# CH4IN

CH4IN as an isolated structure at a distorted geometry (ωB97M-V/def2-TZVPD, the Open Molecules 2025 dataset).

Each line ends with the natural charge from an NBO analysis.
CARTESIAN COORDINATES (ANGSTROEM)
H1 -1.29 -0.71 0.24  0.2001
H2 -0.18 0.35 1.05  0.1939
H3 -0.83 0.78 -0.43  0.1858
N1 0.53 -0.98 -0.34  -0.8257
H4 1.77 -0.43 -0.99  0.3629
I1 -0.23 -2.56 -1.31  0.3052
C1 -0.51 -0.05 0.11  -0.4222

Output
2S+1 ... 1
Energy relative to the best compared isomer or geometry (same formula, charge and spin) ... 57.79 kcal/mol
Orbital gap ... 0.2969 Eh
Net charge ... 0
HOMO ... -0.30975 hartree

---

# C21H20Cl3F5KNO5P2S

C21H20Cl3F5KNO5P2S as an isolated structure at a distorted geometry (ωB97M-V/def2-TZVPD, the Open Molecules 2025 dataset).

Each line ends with the natural charge from an NBO analysis.
CARTESIAN COORDINATES (ANGSTROEM)
H1 -5.75 3.94 0.49  0.2187
Cl1 -2.10 4.61 -4.69  0.0032
F1 4.07 1.21 -5.18  -0.3718
C1 -6.06 1.95 1.27  -0.2208
C2 2.61 -2.27 1.72  -0.3214
H2 4.55 -0.16 -0.72  0.2745
H3 -0.36 -0.30 4.05  0.2173
F2 4.48 1.40 -2.48  -0.4366
O1 -3.09 3.95 -1.75  -0.9474
C3 -5.32 2.96 0.67  -0.2223
H4 -1.63 0.12 2.91  0.2417
C4 -2.00 1.43 0.15  0.6500
C5 -1.44 2.30 -3.19  0.7476
H5 -7.09 2.14 1.56  0.1978
C6 -5.50 0.70 1.51  -0.2258
H6 3.38 -2.41 -2.00  0.2741
C7 -4.18 0.43 1.14  -0.1781
Cl2 -3.93 2.36 -4.53  -0.0160
H7 2.40 -3.86 5.24  0.1938
S1 -2.72 3.70 -0.38  2.3109
C8 1.47 -2.53 3.83  -0.2342
C9 3.04 1.27 -4.27  0.8642
H8 0.64 -2.32 4.49  0.2015
H9 4.14 0.25 0.95  0.2262
F3 2.71 2.57 -4.20  -0.3301
C10 -4.01 2.69 0.33  -0.2120
H10 -1.47 -1.95 0.44  0.2491
H11 4.06 -3.35 -0.65  0.1932
H12 2.35 -3.55 -1.11  0.2173
H13 -1.44 -1.57 3.43  0.1993
O2 -2.51 4.87 0.44  -0.9693
C11 3.60 -3.14 2.16  -0.1542
F4 3.88 -0.59 -3.23  -0.4492
C12 2.46 -3.41 4.26  -0.2229
O3 -0.44 2.96 -2.88  -0.7426
C13 -0.53 -2.28 0.89  -0.9240
Cl3 -1.39 2.07 -5.89  -0.0315
F5 2.02 0.62 -4.87  -0.3404
H14 0.13 -2.61 0.09  0.2266
C14 -0.91 -0.65 3.18  -0.9581
C15 3.32 0.69 -2.90  0.1420
K1 0.29 1.29 -1.41  0.8910
C16 -2.22 2.85 -4.49  -0.1762
H15 4.44 -3.38 1.52  0.1913
O4 -1.88 1.23 -2.75  -0.7609
C17 3.53 -3.71 3.43  -0.2614
P1 2.64 -1.43 0.05  0.8382
H16 -6.08 -0.07 2.00  0.1979
H17 -3.72 -0.53 1.31  0.2226
C18 3.17 -2.84 -1.02  -0.9499
C19 1.52 -1.96 2.56  -0.3114
N1 -1.52 2.63 -0.19  -0.8978
O5 -1.34 0.39 0.22  -0.7280
C20 4.27 -0.57 0.24  -0.9391
C21 -3.46 1.45 0.54  -0.1427
H18 -0.69 -3.09 1.59  0.1979
P2 0.27 -0.84 1.76  0.9005
H19 4.30 -4.40 3.76  0.1942
H20 5.04 -1.26 0.60  0.1935

Output
2S+1 ... 1
Energy relative to the best compared isomer or geometry (same formula, charge and spin) ... 42.61 kcal/mol
Orbital gap ... 0.2267 Eh
Net charge ... -2
HOMO ... -0.07407 hartree

---

# C22H34O36S8

C22H34O36S8 as an isolated structure at a distorted geometry (ωB97M-V/def2-TZVPD, the Open Molecules 2025 dataset).

Each line ends with the Mulliken charge.
CARTESIAN COORDINATES (ANGSTROEM)
S1 0.34 -1.84 -5.90  1.1590
O1 3.48 2.91 4.38  -0.3698
O2 1.94 -4.33 -0.28  -0.2859
O3 4.32 -4.76 -0.70  -0.5696
C1 -0.57 -0.32 5.95  -0.2118
C2 1.15 -3.23 -0.80  0.0160
H1 0.52 -0.31 5.94  0.2773
H2 -0.80 -1.38 5.94  0.0769
H3 3.43 0.92 4.92  0.2741
C3 -1.39 -1.17 -4.22  0.4447
C4 1.52 -3.17 -2.29  0.1275
H4 -3.23 -3.25 0.86  0.1627
C5 -1.68 -2.60 -4.71  -0.3695
O4 1.73 -2.00 -5.90  -0.5526
O5 3.65 3.98 -6.90  -0.6076
O6 -1.82 1.50 6.86  -0.3904
O7 -3.47 0.36 5.51  -0.6033
C6 1.68 1.87 -5.94  -0.2047
H5 -1.18 5.32 -3.10  0.2876
C7 1.14 1.87 -0.66  0.3518
C8 -3.89 -1.82 -0.63  0.0763
O8 1.54 -3.14 3.68  -0.3536
C9 0.64 -2.22 3.01  1.3485
C10 2.87 1.28 -5.22  -0.0202
H6 -1.34 -1.16 -3.12  -0.3975
H7 -2.92 -1.65 1.40  -0.8447
O9 5.86 3.39 3.93  -0.6187
O10 -0.08 -0.90 -4.69  -0.0848
H8 -1.83 3.15 -2.61  0.0698
O11 -4.93 -2.26 1.46  -0.2871
S2 -6.08 -2.33 0.37  1.0431
O12 -0.98 -1.09 -0.61  -0.7245
O13 3.84 2.33 -5.06  -0.3344
C11 -0.12 1.73 1.52  -0.2779
H9 -0.19 0.70 7.89  0.2969
H10 -3.47 3.64 -1.85  0.3412
H11 1.90 1.56 4.29  -0.0786
H12 1.31 -2.20 -2.72  -0.0525
O14 1.73 3.28 -5.57  -0.3337
C12 -2.40 3.81 -1.95  -0.0881
H13 0.96 -2.33 1.97  -0.8508
C13 2.99 1.59 4.18  0.1449
H14 -1.59 -2.20 3.15  0.1314
O15 4.19 4.56 2.69  -0.4682
O16 4.41 2.14 2.36  -0.3831
O17 3.48 4.69 -4.56  -0.5058
O18 -2.48 2.44 4.63  -0.5104
S3 3.06 -4.80 -1.33  1.0736
O19 -5.29 -1.53 -0.74  -0.4103
S4 -2.38 1.26 5.36  1.1885
H15 -0.83 -3.67 2.40  0.1981
S5 0.75 -4.24 4.50  1.1348
H16 0.51 0.43 -2.18  0.1842
O20 2.60 -5.96 -1.99  -0.5873
C14 0.44 0.72 -1.14  -0.7839
C15 -1.02 0.40 7.27  -0.4042
H17 -2.49 -2.63 -5.45  0.2840
O21 0.12 5.33 -0.63  -0.4747
H18 -3.30 -1.04 -1.09  0.1483
C16 -0.42 0.00 -0.30  1.0088
O22 2.90 -3.55 -2.28  -0.3366
O23 1.86 2.51 -1.42  -0.8624
C17 -0.67 0.50 1.14  0.1691
C18 -0.73 -2.86 3.12  0.1115
H19 -3.69 -2.75 -1.17  0.1445
H20 0.91 -3.90 -2.83  0.1892
C19 0.84 2.42 0.74  0.1132
H21 -1.70 -0.28 7.79  0.3243
S6 3.27 3.73 -5.55  1.1446
H22 -2.15 -0.44 -4.49  0.3057
H23 -2.94 5.54 -3.19  0.3142
O24 -7.23 -1.65 0.83  -0.5774
C20 3.36 1.25 2.73  0.4379
H24 -1.96 -3.26 -3.90  0.2829
H25 1.56 -2.37 -0.29  0.0472
H26 0.09 -3.36 -0.64  0.2869
H27 1.76 1.91 -7.03  0.3071
O25 1.18 -4.27 5.85  -0.6000
S7 -1.23 5.28 -0.29  1.1593
O26 -1.65 5.69 1.00  -0.6047
O27 -1.79 3.83 -0.68  -0.1552
C21 -3.63 -2.23 0.82  1.2903
H28 2.49 1.44 2.10  -0.4128
H29 2.55 1.05 -4.20  0.1328
H30 -0.23 2.03 2.56  0.4612
H31 3.72 0.23 2.60  0.3414
H32 0.76 1.49 -5.52  0.1084
C22 -2.12 5.19 -2.57  -0.4652
H33 0.81 -1.16 3.14  -0.1288
O28 -1.07 0.47 4.92  -0.0347
O29 -0.44 -3.08 -5.21  -0.3555
S8 4.57 3.39 3.32  1.1049
O30 -1.36 -0.24 1.89  -0.8444
O31 -2.05 6.07 -1.43  -0.3960
O32 0.65 -5.44 3.76  -0.5746
O33 -0.37 -1.48 -7.07  -0.6027
O34 -0.63 -3.47 4.45  -0.4290
O35 -6.28 -3.68 -0.05  -0.5905
H34 3.26 0.39 -5.72  0.2852
O36 1.44 3.38 1.19  -0.9011

Output
2S+1 ... 1
Energy relative to the best compared isomer or geometry (same formula, charge and spin) ... 16.72 kcal/mol
Orbital gap ... 0.2039 Eh
Net charge ... -2
HOMO ... -0.08742 hartree